# C7H11N2O4S

An isolated ion of composition C7H11N2O4S and charge -1 (ωB97M-V/def2-TZVPD, the OMol25 dataset).

Results
**Kohn-Sham gap**: 8.1 eV
**E_HOMO**: -4.80 eV
**Total charge**: -1
**LUMO**: 3.33 eV
**ΔE to the lowest compared entry with this formula, charge and spin**: 41.6 kcal/mol

```
25
C7H11N2O4S ωB97M-V/def2-TZVPD
C 0.02486 -0.65833 -1.28707
C 0.83682 -0.21180 -2.35497
C 0.63139 -0.12539 -0.18484
C -1.15153 -1.59171 -1.38030
C 0.70403 -0.55356 -3.80800
C -0.46269 2.49233 2.31794
C 0.88664 0.63505 2.25594
N 1.82399 0.51403 -1.86895
N -0.01517 0.02147 1.36791
O -1.19416 -2.48557 1.60337
O -0.89732 -1.00444 3.60694
O 1.68922 0.60138 -0.53294
O 0.84544 2.12965 2.11202
S -1.34140 -1.08209 2.21779
H -1.41921 -1.94084 -0.35010
H -2.09991 -1.03980 -1.68767
H -0.93612 -2.47392 -2.06367
H -0.21272 -0.24718 -4.04591
H 1.36095 0.18726 -4.34502
H 0.83931 -1.57663 -3.91893
H -0.58450 2.33235 3.42757
H -1.22147 1.83597 1.78108
H -0.54006 3.56627 1.93958
H 0.42972 0.27052 3.18081
H 2.00387 0.40500 2.01743
```

---

# C5H5BrN4S2

A single C5H5BrN4S2 molecule (ωB97M-V/def2-TZVPD, the OMol25 dataset).

Results
**Kohn-Sham gap**: 6.9 eV
**E_HOMO**: -8.56 eV
**LUMO**: -1.64 eV
**ΔE to the lowest compared entry with this formula, charge and spin**: 94.0 kcal/mol

```
17
C5H5BrN4S2 ωB97M-V/def2-TZVPD
C -0.41384 -2.21167 -0.58854
C -0.96581 -2.85033 0.55831
C -0.93752 -2.32652 1.76563
C 0.92364 -0.33437 0.20294
C -0.11003 0.76203 0.47368
N 0.45523 -1.30656 -0.66753
N -1.22917 -1.70588 2.77808
N 0.78658 -0.62058 3.15879
N -0.33928 -0.98021 3.55497
S -0.83775 -0.44009 4.99017
S 1.45721 -1.30994 1.85571
Br -1.76338 -4.47466 0.24918
H -0.63677 -2.56347 -1.67244
H 1.89801 -0.19378 -0.16765
H -1.15609 0.45911 0.88460
H -0.07695 1.40737 -0.40892
H 0.19311 1.58077 1.20761
```

---

# C9H7NOS

A single C9H7NOS molecule (ωB97M-V/def2-TZVPD, the OMol25 dataset).

Results
**Kohn-Sham gap (spin up / spin down)**: 5.8 / 7.1 eV
**E_HOMO (spin up / spin down)**: -7.04 / -7.35 eV
**LUMO (spin up / spin down)**: -1.22 / -0.24 eV
**ΔE to the lowest compared entry with this formula, charge and spin**: 90.1 kcal/mol

```
19
C9H7NOS ωB97M-V/def2-TZVPD
C -0.50932 -1.41501 -2.67559
C 0.42287 -0.40576 -2.62154
C -1.06393 -1.92300 -1.47106
C 0.85421 0.06135 -1.39678
C -0.69881 -1.35338 -0.29887
C 0.27229 -0.34764 -0.13728
C 0.07410 0.97204 3.48705
C -0.03108 2.49764 1.72672
C 0.73599 0.10394 1.01915
N -0.10091 2.15709 2.88826
O -0.06746 3.26066 0.81419
S 0.28719 -0.49001 2.62177
H -0.77906 -1.49649 -3.68828
H 0.77368 0.04436 -3.49732
H -1.88702 -2.58937 -1.50157
H 1.50846 0.93138 -1.40614
H -1.29905 -1.70336 0.54430
H 0.09549 0.79493 4.56211
H 1.41235 0.90061 1.03090
```

---

# C34H48GeN7O4Ru

C34H48GeN7O4Ru as an isolated structure (ωB97M-V/def2-TZVPD, the OMol25 dataset).

Results
**Kohn-Sham gap**: 6.3 eV
**E_HOMO**: -14.85 eV
**Total charge**: +3
**LUMO**: -8.54 eV
**ΔE to the lowest compared entry with this formula, charge and spin**: 0.0 kcal/mol

```
95
C34H48GeN7O4Ru ωB97M-V/def2-TZVPD
Ru 1.68887 0.35566 -1.53032
N 0.90418 1.45417 0.15888
C 1.66312 1.14384 1.40947
C 0.65585 0.85221 2.53360
C 1.15283 0.42524 3.91732
C 2.02471 1.42386 4.68070
N 3.41275 1.31463 4.24956
C 4.45434 1.73473 4.94312
N 4.30602 2.49437 6.03006
N 5.68431 1.40403 4.53384
C 2.66860 -0.00226 1.17014
O 3.50572 -0.22226 2.05048
O 2.59030 -0.63844 0.07317
H 0.85788 2.45747 0.02068
H -0.05982 1.14807 0.26769
H 2.26097 2.02286 1.66293
H -0.01062 0.05944 2.17070
H 0.03209 1.74599 2.64675
H 1.67582 -0.53035 3.85918
H 0.26225 0.25115 4.52348
H 1.96066 1.18875 5.74595
H 1.65534 2.44574 4.53906
H 3.57205 0.72879 3.40703
H 3.40124 2.82299 6.31561
H 5.09345 2.75015 6.60089
H 5.80063 0.69771 3.82618
H 6.50166 1.70257 5.03696
N 0.44399 1.88525 -3.87984
C 0.91347 1.30304 -2.98101
H 0.33834 2.25181 -4.80452
O -1.75517 -0.00834 -0.79229
C -1.03377 -1.07744 -1.06802
O 0.15449 -1.02408 -1.34563
C -1.73080 -2.41890 -0.95730
C -3.25273 -2.26390 -1.02905
Ge -3.50592 -0.49992 -0.27722
C -5.85669 -0.47414 -1.56541
C -6.41449 -1.05757 -0.42443
C -7.36196 -2.06325 -0.54790
C -7.76382 -2.48183 -1.80855
C -7.22764 -1.89066 -2.94224
C -6.27610 -0.88608 -2.83088
C -3.59445 -0.12906 1.59190
C -3.48138 1.15847 2.11654
C -3.50362 1.34487 3.48930
C -3.64248 0.25164 4.33830
C -3.74943 -1.03096 3.82088
C -3.72871 -1.22478 2.44639
C -4.88558 0.67506 -1.42601
C -5.19464 1.78731 -0.56447
C -4.62421 3.01601 -0.76753
C -3.73416 3.20024 -1.82741
C -3.37322 2.15608 -2.65878
C -3.95638 0.91923 -2.48120
H -1.42336 -2.82168 0.01319
H -1.32466 -3.09038 -1.71135
H -3.79912 -3.03419 -0.49017
H -3.62001 -2.26249 -2.05583
H -6.14229 -0.71743 0.57134
H -7.79994 -2.50657 0.33595
H -8.51278 -3.25600 -1.90722
H -7.56474 -2.19891 -3.92285
H -5.89805 -0.42035 -3.73268
H -3.37796 2.01867 1.46557
H -3.42921 2.34294 3.90039
H -3.68021 0.40372 5.40884
H -3.86487 -1.87854 4.48275
H -3.83078 -2.23038 2.05238
H -5.91599 1.62916 0.22817
H -4.88564 3.85901 -0.14222
H -3.32816 4.18873 -2.00402
H -2.67169 2.31578 -3.46478
H -3.71264 0.10442 -3.15485
C 4.79910 -3.39767 -2.89765
C 4.98626 -2.24033 -3.87057
N 5.09433 -0.93223 -3.21039
C 6.43684 -0.34046 -3.12296
C 7.37836 -1.13852 -2.23588
C 3.99728 -0.35471 -2.73648
C 4.08193 0.96650 -1.99992
N 2.78218 -0.81005 -2.81586
H 4.68408 -4.32798 -3.45286
H 3.91980 -3.26553 -2.26616
H 5.66162 -3.49953 -2.24184
H 4.17052 -2.19411 -4.59714
H 5.89817 -2.37466 -4.45007
H 6.35335 0.67782 -2.75290
H 6.83158 -0.27323 -4.13863
H 6.98748 -1.22192 -1.22086
H 8.34699 -0.64178 -2.19556
H 7.54348 -2.14250 -2.62486
H 4.62071 0.86660 -1.06008
H 3.10765 1.52442 -1.78910
H 4.55848 1.73304 -2.61222
H 2.62374 -1.70788 -3.24734
```

---

# C4H3N3O

A single C4H3N3O molecule (ωB97M-V/def2-TZVPD, the OMol25 dataset).

Results
**Kohn-Sham gap**: 9.4 eV
**E_HOMO**: -8.63 eV
**SMILES string**: c1nc2cncn2o1
**LUMO**: 0.82 eV
**ΔE to the lowest compared entry with this formula, charge and spin**: 44.5 kcal/mol

```
11
C4H3N3O ωB97M-V/def2-TZVPD
C -1.98316 0.07251 -0.00178
N -1.32344 1.16921 0.00283
C -0.01089 0.75703 0.01144
C 1.34009 1.11591 -0.03531
N 2.11498 -0.01545 -0.00048
C 1.32895 -1.08346 0.00085
N 0.02963 -0.61031 0.00646
O -1.26183 -1.10459 0.01240
H -3.04238 -0.11319 -0.08994
H 1.74299 2.12673 0.10803
H 1.59586 -2.15287 -0.03010
```

---

# CH3N3S

A single CH3N3S molecule (ωB97M-V/def2-TZVPD, the OMol25 dataset).

Results
**Kohn-Sham gap (spin up / spin down)**: 6.9 / 6.9 eV
**E_HOMO (spin up / spin down)**: -8.02 / -8.03 eV
**LUMO (spin up / spin down)**: -1.14 / -1.13 eV
**ΔE to the lowest compared entry with this formula, charge and spin**: 86.6 kcal/mol

```
8
CH3N3S ωB97M-V/def2-TZVPD
C 0.45294 -0.55973 -0.47911
N 0.21766 1.07682 1.07407
N -1.30106 1.48560 -0.07980
N 0.33237 -0.16978 0.88104
S -1.25948 0.38109 -1.11797
H 1.19787 0.17878 -0.84900
H 0.47662 -1.57412 -0.96694
H -0.11692 -0.81866 1.53771
```

---

# C27H17F5N6O2S2V

C27H17F5N6O2S2V as an isolated structure (ωB97M-V/def2-TZVPD, the OMol25 dataset).

Results
**Kohn-Sham gap (spin up / spin down)**: 6.3 / 5.5 eV
**E_HOMO (spin up / spin down)**: -6.66 / -5.82 eV
**2S+1**: 2
**LUMO (spin up / spin down)**: -0.32 / -0.36 eV
**ΔE to the lowest compared entry with this formula, charge and spin**: 1.8 kcal/mol

```
60
C27H17F5N6O2S2V ωB97M-V/def2-TZVPD
V -0.49215 0.40043 0.76481
O 2.43461 -1.30152 1.19379
C 1.37583 -1.88604 1.38193
N 0.27011 -1.18948 1.80829
C -0.59764 -1.76406 2.69322
O -0.46752 -2.82184 3.28218
C -1.74362 -0.83791 3.01878
C -2.52646 -1.08488 4.13078
C -3.49237 -0.16630 4.50334
C -3.60043 0.99153 3.75041
C -2.76295 1.17978 2.66758
N -1.84568 0.28579 2.28196
C 1.27919 -3.33865 0.99302
C 2.44814 -4.08728 0.92747
C 2.35704 -5.40874 0.52520
C 1.11206 -5.91358 0.18492
C 0.01010 -5.07367 0.26687
N 0.08077 -3.81251 0.67055
H -2.34102 -2.00349 4.67004
H -4.12812 -0.33508 5.36112
H -4.31803 1.76164 3.99879
H -2.79995 2.09106 2.08211
H 3.38796 -3.62319 1.18776
H 3.24053 -6.03188 0.47310
H 0.98944 -6.93846 -0.13860
H -0.97496 -5.43614 -0.00683
F 1.40008 -0.21154 -5.68502
C 0.66916 -0.37190 -4.57639
C 1.20711 -0.07395 -3.33637
F 2.46991 0.36185 -3.24420
C 0.42500 -0.23654 -2.21039
F 1.00637 0.07135 -1.01240
C -0.88368 -0.70311 -2.23249
S -1.81942 -0.94666 -0.76306
C -1.38533 -0.99402 -3.50049
F -2.63539 -1.44476 -3.63747
C -0.63406 -0.83436 -4.65278
F -1.16099 -1.12029 -5.84610
C 3.77763 1.82645 1.41268
N 2.88715 2.36487 0.39027
C 3.22304 2.67107 -0.91414
C 2.09325 3.02346 -1.55126
N 1.06074 2.92184 -0.62586
C 1.56609 2.51211 0.58070
S 0.70697 2.21261 2.00986
C -0.30669 3.09986 -0.93502
C -0.69296 4.17045 -1.72689
C -2.03377 4.28742 -2.04758
C -2.93157 3.35430 -1.55357
C -2.45061 2.32495 -0.76642
N -1.15393 2.18971 -0.46578
H 4.78305 1.80241 1.00105
H 3.44167 0.82108 1.66844
H 3.75252 2.46701 2.29107
H 4.23050 2.57703 -1.27525
H 1.91043 3.27521 -2.57961
H 0.04139 4.88854 -2.06181
H -2.37310 5.10477 -2.66954
H -3.98777 3.40583 -1.77329
H -3.09766 1.54743 -0.38350
```

---

# C35H32BrCaN5O3S2

C35H32BrCaN5O3S2 as an isolated structure (ωB97M-V/def2-TZVPD, the OMol25 dataset).

Results
**Kohn-Sham gap**: 5.7 eV
**E_HOMO**: -1.50 eV
**Total charge**: -2
**LUMO**: 4.24 eV
**ΔE to the lowest compared entry with this formula, charge and spin**: 0.0 kcal/mol

```
79
C35H32BrCaN5O3S2 ωB97M-V/def2-TZVPD
Ca 0.20581 -0.25655 0.68600
C 2.17299 -2.29416 2.59537
N 1.73418 -2.35494 1.18946
C 2.91072 -2.19269 0.33102
C 2.60529 -2.00691 -1.14908
N 2.17080 -0.64375 -1.52001
C 3.24263 0.33011 -1.33279
C 1.60391 -0.65278 -2.84539
C 2.30895 -0.11394 -3.92108
C 1.78896 -0.10349 -5.21120
C 0.53573 -0.66494 -5.42369
C -0.17119 -1.21383 -4.36253
C 0.32046 -1.23714 -3.03739
S -0.61114 -1.92213 -1.74421
C 0.91404 -3.52037 0.97401
C 1.41983 -4.63628 0.31933
C 0.63978 -5.76489 0.10177
C -0.66747 -5.77311 0.56623
C -1.17376 -4.66610 1.23663
C -0.41729 -3.50759 1.46485
S -1.13135 -2.13377 2.31286
H 2.86569 -3.12177 2.81265
H 1.30797 -2.36050 3.24997
H 2.67800 -1.34362 2.77346
H 3.60621 -3.03720 0.44134
H 3.43019 -1.31323 0.71398
H 1.81005 -2.69042 -1.44442
H 3.51048 -2.25954 -1.72377
H 4.19220 -0.00054 -1.78631
H 3.39376 0.50858 -0.27120
H 2.95798 1.27845 -1.78740
H 3.28557 0.32259 -3.75509
H 2.35747 0.33047 -6.02570
H 0.10628 -0.67534 -6.42041
H -1.15424 -1.64271 -4.52221
H 2.43571 -4.62791 -0.05677
H 1.04965 -6.61458 -0.43232
H -1.30242 -6.63570 0.39155
H -2.20037 -4.65951 1.58429
O -4.27390 2.33957 2.58066
C -4.74129 1.75218 1.46998
C -6.11736 1.77096 1.22492
C -6.63747 1.16365 0.09381
C -5.79840 0.52364 -0.81753
C -4.43069 0.51117 -0.57788
C -3.88882 1.12229 0.54927
C -2.40678 1.08639 0.72714
O -1.68687 0.56711 -0.16485
N -1.97170 1.65926 1.84931
N -0.59634 1.52797 1.98912
C -0.05639 2.22288 2.91002
C 1.38231 2.24156 3.19161
C 1.82951 3.06863 4.22427
C 3.16753 3.18892 4.56051
C 4.09942 2.45130 3.82458
C 3.69213 1.62504 2.79614
C 2.32694 1.47654 2.43750
O 1.98161 0.67760 1.48140
H -3.27761 2.16839 2.57094
H -6.75856 2.26484 1.94600
H -7.70936 1.18205 -0.07604
H -6.20576 0.03482 -1.69531
H -3.73528 0.01787 -1.25099
H -0.69156 2.86853 3.51840
H 1.08409 3.63828 4.77315
H 3.48088 3.83595 5.37010
H 5.15559 2.52859 4.06073
H 4.41627 1.05559 2.22318
Br -1.35917 5.35309 0.41433
C -1.33406 3.96766 -0.91109
C -2.43224 3.83004 -1.74324
C -2.37512 2.82523 -2.69986
C -1.26665 2.00464 -2.75706
C -0.25121 2.22229 -1.84202
N -0.26038 3.21433 -0.94527
H -3.29187 4.47573 -1.63687
H -3.20969 2.67389 -3.37425
H -1.19644 1.16951 -3.44440
H 0.61262 1.56373 -1.82216
```

---

Q: Which value of ΔE to the lowest compared entry with this formula, charge and spin does entry 1 give?
A: 41.6 kcal/mol